54
Properties=species:S:1:pos:R:3:mulliken_charge:R:1 method="wB97M-V/def2-TZVPD" largest_force_ha_per_bohr=0.0057 homo_lumo_gap_ev=6.02 energy_ev=-96919.4010 total_charge=-1
C -2.572 3.917 -1.399 -0.3941
C 2.173 1.796 5.002 -0.4731
H -0.484 3.629 -4.641 0.3766
H -2.949 3.845 -4.764 0.3701
C -1.825 2.707 1.674 0.9086
H -0.032 3.784 1.820 0.5268
H 1.107 1.575 -2.422 0.0134
H -1.255 3.400 3.649 0.3490
C -1.936 2.752 3.105 -0.7363
H 0.523 3.895 -0.294 0.4824
N -0.463 3.736 -0.136 0.1079
C 1.349 1.131 2.407 0.1833
C -2.842 2.002 3.770 -0.6313
C -0.447 3.679 -2.505 0.9049
C 1.559 2.466 -2.857 -0.6174
S -1.923 -3.627 2.392 -0.1178
C -2.611 1.734 0.923 0.6677
S 0.799 -4.153 1.738 -0.1250
O -2.409 1.504 -0.284 -0.7683
H 1.507 2.419 -3.947 0.3441
H 2.614 2.699 1.776 0.4941
O 0.916 3.642 -2.361 -0.5129
C 2.243 2.171 2.647 -0.5335
C 0.883 0.396 3.508 0.9899
H -0.136 -1.062 4.186 0.2075
C 1.304 0.742 4.795 -0.9061
H 2.480 2.043 6.012 0.3974
C -3.592 0.988 1.689 -0.8110
C -1.075 3.703 -3.737 -0.4345
C -2.456 3.833 -3.800 -0.6739
O 1.446 1.581 0.078 -0.6745
S -2.471 -1.931 -0.012 -0.4202
H 3.351 3.338 4.070 0.3982
C -0.444 -4.330 2.911 0.0284
H -4.415 0.516 3.569 0.3938
H 0.936 0.165 5.637 0.3727
C 0.946 0.883 0.966 0.5149
C 2.656 2.522 3.921 -0.7983
H 2.598 2.532 -2.545 0.2211
C -0.784 3.434 1.118 -0.8973
H -4.195 0.280 1.138 0.4698
C -3.692 1.119 3.031 -0.3622
O 0.046 -0.648 3.334 -0.0702
S 0.736 -2.681 -0.888 -0.4338
H -4.273 4.065 -2.683 0.3933
C -1.197 3.753 -1.330 0.0967
H -2.911 2.046 4.849 0.4085
H -3.146 4.002 -0.488 0.4709
S -0.265 -5.143 4.347 -0.3174
C -0.089 -3.224 0.554 0.2613
C -1.366 -2.943 0.886 0.0742
Sn -0.694 -0.528 -1.154 0.2002
C -3.198 3.956 -2.635 -0.8165
O 0.071 -0.036 0.786 -0.1021

=====

12
Properties=species:S:1:pos:R:3:mulliken_charge:R:1 method="wB97M-V/def2-TZVPD" largest_force_ha_per_bohr=0.0775 homo_lumo_gap_ev=9.53 energy_ev=-10718.3635
O -2.203 -0.593 -0.031 -0.4721
N 0.156 -1.500 -0.103 -0.5929
O 0.024 2.140 -0.059 -0.6949
H 2.558 -0.582 0.162 0.2118
C 0.580 -0.316 -0.086 0.4101
C -0.421 0.952 -0.036 0.4629
N -1.717 0.647 0.086 -0.0400
H 0.740 -2.306 0.000 0.1933
N 1.869 0.164 0.084 -0.4158
H -1.330 -1.176 0.286 0.3882
H -2.349 1.383 -0.118 0.2669
H 2.094 1.187 -0.185 0.2825

=====

23
Properties=species:S:1:pos:R:3:mulliken_charge:R:1 method="wB97M-V/def2-TZVPD" largest_force_ha_per_bohr=0.1125 homo_lumo_gap_ev=8.91 energy_ev=-12952.0032 total_charge=+1
N -2.500 -0.060 0.363 -0.6512
H -2.680 -3.317 0.728 0.4207
C 2.014 1.683 0.617 -1.5313
C -1.228 0.088 0.124 0.5259
H 1.922 2.740 0.289 0.4235
H 1.921 1.836 1.636 0.4280
H 0.437 0.612 -2.047 0.3617
C -2.191 -2.390 0.585 -0.4211
N 1.097 1.302 -1.685 -0.3247
H -0.238 -3.207 0.092 0.3867
H 3.089 1.450 0.484 0.3504
H 1.328 -0.946 0.915 0.4027
H 0.600 2.285 -1.725 0.4378
H -0.756 1.949 0.769 0.2645
H 1.668 -1.240 -0.765 0.5018
C 1.172 -0.634 -0.083 -1.3852
C -0.822 -2.285 0.285 -0.7088
H -3.941 -1.102 1.069 0.4452
N -0.657 1.342 0.023 -0.5425
C -0.385 -0.968 0.008 0.7422
C 1.126 0.912 -0.188 0.9725
H 2.042 1.246 -2.099 0.3465
C -3.018 -1.297 0.604 -0.4456

=====

56
Properties=species:S:1:pos:R:3:mulliken_charge:R:1 method="wB97M-V/def2-TZVPD" largest_force_ha_per_bohr=0.0529 homo_lumo_gap_ev=9.48 smiles="CCC[SiH2]CCCI.O=S1(=O)OCCO1.O=S1(=O)OCCO1.O=S1(=O)OCCO1" energy_ev=-85930.1563
H 1.286 -3.176 1.906 0.2812
H 0.589 6.257 2.888 0.0816
O 1.648 3.590 1.971 -0.5595
C -1.807 -3.010 0.685 -0.5250
C -3.043 -3.851 0.003 -0.5639
O -0.178 10.227 1.752 -0.5434
O -0.482 -7.205 -2.885 -0.3040
O -0.599 7.861 2.431 -0.2998
C 2.122 -2.666 1.260 -0.2632
C 0.152 7.124 3.393 -0.0886
C 1.237 8.084 3.874 -0.3484
C 1.128 5.108 -1.169 -0.3605
H -1.174 -9.104 -3.369 0.3045
H 2.547 -4.810 0.375 0.2187
H 2.592 -3.410 -0.949 0.2475
I -3.629 -5.369 1.532 -0.0770
H -0.815 -3.639 0.817 0.2597
H -0.599 5.267 0.144 0.2021
H 2.089 7.558 4.311 0.3206
O 2.102 4.766 -0.186 -0.3039
Si -0.096 -0.731 1.071 0.3905
O -1.251 -4.907 -2.274 -0.4241
H 1.114 6.187 -1.340 0.3044
C 2.851 -3.675 0.186 -0.9100
H 2.961 -2.321 2.024 0.3245
C -0.197 4.589 -0.617 -0.2365
H -1.625 -7.744 -5.349 0.2888
H -2.161 -2.753 1.796 0.4099
C -1.431 -1.603 -0.072 -0.5424
H -3.235 -7.858 -4.585 0.3133
H -0.943 4.442 -1.402 0.2937
H -0.227 0.720 1.103 -0.2686
O -2.177 -6.096 -4.265 -0.3194
H -2.732 -4.458 -0.948 0.1626
O 2.368 2.288 -0.089 -0.5162
H -0.292 -1.209 2.459 -0.1180
C 1.648 -1.320 0.451 -0.6633
H -2.251 -8.100 -2.359 0.2812
H 1.545 -1.497 -0.717 0.2953
O 0.113 3.348 0.014 -0.2497
H 2.393 -0.431 0.649 0.2382
H -1.029 -1.768 -1.181 0.2606
C -1.553 -8.092 -3.202 -0.3187
H 0.837 8.797 4.602 0.2905
H -0.493 6.783 4.207 0.3219
C -2.208 -7.509 -4.452 -0.3350
H -2.343 -0.834 -0.095 0.2772
H 1.394 4.596 -2.100 0.3028
O 1.642 8.812 2.716 -0.3203
S -0.846 -5.704 -3.408 1.0168
O 0.810 8.303 0.421 -0.4867
O 0.183 -5.289 -4.336 -0.5815
S 0.396 8.905 1.668 1.0681
S 1.655 3.376 0.542 1.1211
H 4.026 -3.624 0.306 0.2655
H -4.011 -3.224 -0.207 0.3847

=====

17
Properties=species:S:1:pos:R:3:mulliken_charge:R:1 method="wB97M-V/def2-TZVPD" largest_force_ha_per_bohr=0.0956 homo_lumo_gap_ev="7.28 / 7.27" smiles="C[C@@]12C=C(N)[C@@]1(C)O2" energy_ev=-9899.4532
O -0.698 1.223 0.879 -0.4306
C 1.373 1.583 0.014 -1.3390
N 1.814 -1.460 -0.312 -0.4111
C 0.238 0.604 -0.086 -0.4279
C 0.686 -0.899 0.049 0.6845
H 1.907 1.498 0.968 0.3193
C -0.458 -1.301 0.654 -1.2840
H 2.619 -0.933 -0.633 0.1972
C -2.425 0.076 -0.345 -1.3045
H 1.063 2.629 -0.089 0.3543
H -3.053 0.911 -0.017 0.3254
H -2.227 0.195 -1.414 0.3175
H -0.803 -2.294 0.933 0.3702
H 2.106 1.414 -0.783 0.3543
H -3.013 -0.840 -0.213 0.3582
H 2.041 -2.417 -0.062 0.2198
C -1.170 0.009 0.456 1.6964

=====

99
Properties=species:S:1:pos:R:3:mulliken_charge:R:1 method="wB97M-V/def2-TZVPD" largest_force_ha_per_bohr=0.0894 homo_lumo_gap_ev=7.97 energy_ev=-76129.3405 total_charge=-1
C -7.842 -3.355 -25.911 -0.8032
H -1.847 0.593 -26.815 0.4036
H -2.281 2.827 -23.552 0.1975
H -3.564 3.323 -28.241 0.3629
H -0.650 4.376 -31.458 0.2997
C -5.707 -2.893 -22.787 -0.8828
N -7.086 -2.715 -24.844 0.0316
C -1.210 3.602 -31.983 -0.9923
O -9.386 -1.921 -30.077 -0.7569
H -5.337 -1.910 -23.079 0.0712
H -7.450 4.316 -25.228 0.5288
H -2.411 1.753 -25.633 0.0649
H -3.268 6.275 -20.407 0.3416
C -1.888 0.803 -25.746 -0.8825
H -3.306 1.620 -28.859 0.1524
C -3.178 2.880 -22.936 0.1125
H -6.207 -2.602 -21.863 0.2673
N -10.696 0.057 -23.038 -0.2346
N -5.526 5.134 -24.482 0.1316
H -8.863 -3.320 -25.532 0.3264
H -1.451 4.822 -22.314 0.2577
N -5.659 0.729 -25.802 0.5902
H -6.629 2.511 -28.289 -0.0313
O -4.943 0.824 -26.759 -0.5846
H -3.845 6.945 -24.188 0.2790
H -6.847 -1.734 -24.858 0.1307
H -7.565 -4.335 -26.300 0.2843
C -12.108 0.501 -23.256 -0.7560
H -12.160 1.577 -23.088 0.2643
O -3.019 2.007 -31.900 -0.6141
H -11.362 -0.544 -28.899 0.3173
C -9.637 0.473 -23.721 0.4697
N -0.553 0.891 -25.117 -0.0796
C -10.493 -0.705 -28.261 -0.9993
O -5.181 0.833 -24.684 -0.5870
C 0.008 -0.082 -24.454 0.6913
C -3.083 3.708 -21.672 0.5910
H -8.439 1.588 -27.894 -0.9226
C -3.470 2.668 -29.107 -0.5485
H -6.014 -1.308 -28.376 0.2326
C -7.358 3.281 -28.544 -0.0165
C -2.348 6.041 -20.942 -1.0054
H -7.880 -0.870 -23.675 0.0571
H -7.447 -2.760 -26.734 0.1166
H -6.605 -0.686 -29.981 0.2411
O -7.079 1.444 -31.413 -0.4996
C -8.271 0.011 -23.166 -0.5105
H -7.009 -2.341 -29.458 0.3663
O -7.102 3.463 -29.934 -0.4755
H -4.955 -3.646 -22.550 0.3386
H -12.227 0.350 -24.329 0.2210
H -3.905 3.392 -23.566 -0.5420
N -2.504 3.195 -30.044 -0.1355
N -8.058 -0.861 -28.480 0.8678
C -4.822 7.259 -23.819 -1.0423
H -7.209 4.101 -27.842 0.3870
H -4.828 7.219 -22.730 0.1919
H 0.036 1.575 -25.570 0.2568
C -5.953 6.369 -24.345 0.6956
N -2.305 4.779 -21.776 -0.1548
H -8.305 -0.333 -22.132 0.5219
C -6.654 -3.472 -23.827 0.8681
H -0.492 2.947 -32.476 0.2670
C -6.441 4.091 -24.885 -0.9978
H -1.920 3.934 -29.679 0.2862
H -8.039 -0.196 -27.720 -0.4943
O -3.773 3.452 -20.634 -0.6729
H -1.591 6.152 -20.165 0.3423
H -4.649 4.915 -24.032 0.0045
H -10.479 -0.265 -22.105 0.2562
O -9.771 1.192 -24.694 -0.6042
H -7.549 0.826 -23.124 -0.0303
C -6.810 -1.324 -29.121 -0.9996
S -8.036 2.405 -30.922 1.0510
O -6.882 -4.641 -23.901 -0.6813
O -0.438 -1.215 -24.519 -0.6398
H -6.153 3.623 -25.827 -0.1517
H 1.750 1.052 -24.207 0.2737
H -6.498 3.344 -24.093 0.5546
H -1.742 4.128 -32.776 0.2652
C 1.351 0.101 -23.853 -0.9821
O -7.046 6.787 -24.595 -0.6519
H -10.694 -1.619 -27.701 0.3222
O -8.741 3.142 -31.979 -0.6151
H -2.536 0.036 -25.321 0.3407
O -9.018 1.961 -29.747 -0.2142
H -9.467 3.054 -28.064 0.2969
H -3.520 1.882 -22.663 0.2559
O -6.842 0.677 -25.996 -0.4452
H 1.263 -0.017 -22.773 0.2414
C -8.627 2.492 -28.472 0.9985
C -2.348 2.839 -31.326 0.5459
H -2.277 6.920 -21.583 0.3405
H -12.830 -0.042 -22.647 0.3077
H -10.279 0.127 -27.589 0.1913
H -4.403 2.720 -29.670 0.0859
H 2.009 -0.703 -24.182 0.2903
H -4.995 8.319 -24.004 0.3681
C -9.225 -1.229 -29.037 0.8213